1.
This record from OMol25 describes a molecular structure, C51H31Br2F15GeIrN5O3S. The level of theory is ωB97M-V/def2-TZVPD.

Results
energy relative to the best compared isomer or geometry (same formula, charge and spin): 0.0 kJ/mol

XYZ file:
```
110
Properties=species:S:1:pos:R:3:lowdin_charge:R:1
Ir -0.2728 -0.0189 -0.0170 0.9988
C 6.2994 0.7797 0.0192 -0.0620
O 6.8786 -0.0165 1.0444 -0.0671
C 6.1993 -0.9981 1.7016 -0.2072
C 6.9726 -1.6422 2.6707 -0.0040
C 6.4560 -2.6351 3.4754 -0.0683
C 5.1349 -3.0392 3.3121 -0.0747
C 4.3759 -2.4465 2.3252 -0.0388
C 4.8728 -1.4108 1.5236 -0.1517
N 4.0047 -0.8204 0.5635 0.1485
C 2.7094 -0.4100 0.7794 -0.3587
N 2.3217 -0.3565 2.0625 0.1646
C 1.0996 -0.0191 2.6772 -0.1831
C -0.1150 0.2057 2.0249 -0.2931
C -1.2125 0.4938 2.8483 -0.1359
C -1.1277 0.5199 4.2313 -0.0883
C 0.0832 0.2679 4.8603 -0.0197
C 1.1867 -0.0016 4.0828 -0.2490
O 2.3943 -0.3218 4.6797 -0.1216
C 3.3537 0.7347 4.7413 -0.0631
N 1.9460 -0.0454 -0.2159 0.0056
C 2.5450 -0.0544 -1.5014 -0.2408
C 2.4845 -1.1759 -2.3136 -0.0274
C 3.0727 -1.1787 -3.5763 -0.0727
C 3.7246 -0.0446 -4.0273 -0.0780
C 3.7989 1.0911 -3.2249 -0.0210
C 3.2164 1.0925 -1.9624 -0.2455
O 3.2791 2.1378 -1.0893 -0.0918
C 3.7976 3.3622 -1.5763 -0.0740
H 7.0212 1.5716 -0.1690 0.0959
H 5.3561 1.2289 0.3209 0.0823
H 6.1693 0.2082 -0.9048 0.0972
H 7.9997 -1.3149 2.7753 0.1220
H 7.0836 -3.1044 4.2225 0.1087
H 4.7042 -3.8144 3.9322 0.1141
H 3.3597 -2.7822 2.1492 0.1240
H 4.2829 -0.8224 -0.4012 0.1220
H 2.9988 -0.6770 2.7358 0.1026
H -2.1761 0.6827 2.3934 0.0708
H -2.0101 0.7240 4.8274 0.1006
H 0.1805 0.2590 5.9392 0.1176
H 3.4020 1.1321 5.7568 0.0895
H 3.0974 1.5430 4.0531 0.0960
H 4.3309 0.3254 4.4763 0.0845
H 1.9622 -2.0480 -1.9389 0.0854
H 3.0193 -2.0698 -4.1898 0.1101
H 4.1849 -0.0318 -5.0076 0.1067
H 4.3384 1.9594 -3.5806 0.1053
H 3.6157 4.0987 -0.7968 0.0932
H 3.2856 3.6757 -2.4907 0.0929
H 4.8738 3.2999 -1.7617 0.0952
Br 0.3889 0.8844 -6.6265 0.7866
C -0.0042 0.6572 -4.7957 -0.6650
C -0.4016 -0.5802 -4.3277 -0.0679
C -0.5923 -0.6983 -2.9636 -0.0930
N -0.4075 0.3177 -2.1157 -0.0366
C -0.0882 1.5135 -2.5739 -0.2020
C 0.1250 1.7226 -3.9281 -0.0394
C 0.0416 2.5512 -1.5405 -0.1748
C 0.3025 3.8825 -1.8266 -0.0538
C 0.4367 4.7788 -0.7869 -0.6744
Br 0.8740 6.5778 -1.1554 0.7874
C 0.2635 4.3695 0.5186 -0.0689
C -0.0155 3.0305 0.7212 -0.0590
N -0.1011 2.1505 -0.2685 0.0300
H -0.5352 -1.4231 -4.9906 0.1176
H -0.8965 -1.6419 -2.5267 0.0852
H 0.4074 2.6964 -4.3006 0.1074
H 0.4122 4.2129 -2.8493 0.1086
H 0.3181 5.0639 1.3431 0.1135
H -0.1868 2.6388 1.7173 0.1152
C -2.3572 0.2089 0.0130 -0.2875
H -2.7934 -0.5514 0.6645 -0.0095
H -2.7561 0.0492 -0.9944 -0.0137
H -2.6762 1.1997 0.3520 -0.0085
F -2.8445 -4.6811 0.1563 0.0867
C -2.4753 -5.0071 1.4022 -0.2344
C -1.1234 -5.1361 1.7092 -0.1263
C -0.8275 -5.4236 3.0296 -0.2138
F 0.4394 -5.5080 3.4383 0.0957
C -1.8102 -5.6190 3.9836 -0.1390
F -1.4792 -5.9098 5.2430 0.1247
C -3.1393 -5.4988 3.6345 -0.1335
F -4.0883 -5.6736 4.5480 0.1369
C -3.4777 -5.1793 2.3336 -0.1390
F -4.7592 -5.0313 1.9961 0.1264
Ge 0.0882 -4.5348 0.2478 0.6757
S -0.1593 -2.4250 0.2476 0.3429
C -0.5740 -5.6406 -1.2714 -0.1310
C -1.1166 -5.1625 -2.4497 -0.2248
F -1.1855 -3.8441 -2.6750 0.0735
C -1.5991 -6.0120 -3.4260 -0.1355
F -2.1182 -5.5302 -4.5582 0.1214
C -1.5420 -7.3797 -3.2277 -0.1325
F -2.0039 -8.2064 -4.1618 0.1345
C -1.0039 -7.8910 -2.0624 -0.1388
F -0.9469 -9.2102 -1.8770 0.1265
C -0.5313 -7.0128 -1.1066 -0.2168
F -0.0065 -7.5104 0.0275 0.0905
C 2.0491 -4.9277 0.1116 -0.1034
C 2.9774 -5.2996 1.0696 -0.2321
F 2.5970 -5.6296 2.3031 0.0998
C 4.3376 -5.3426 0.8085 -0.1566
F 5.1919 -5.7276 1.7563 0.1267
C 4.8161 -4.9771 -0.4319 -0.1354
F 6.1203 -4.9992 -0.6803 0.1407
C 3.9262 -4.5772 -1.4106 -0.1407
F 4.3760 -4.1978 -2.6096 0.1196
C 2.5773 -4.5682 -1.1259 -0.2397
F 1.7485 -4.1679 -2.1061 0.0574
```

***

2.
This record from OMol25 describes a molecular structure, C51H33N14O2S2Tc. The level of theory is ωB97M-V/def2-TZVPD.

Results
E_tot: -3757.3623 a.u.
charge: +1
2S+1: 2

XYZ file:
```
103
Properties=species:S:1:pos:R:3:lowdin_charge:R:1
Tc -0.0586 -0.3804 0.1244 1.4236
C -4.8014 4.1424 1.1226 -0.0647
C -5.3623 3.6041 -0.0322 -0.0654
C -4.7545 2.5661 -0.7217 -0.0055
C -3.5769 2.0505 -0.2068 -0.0971
C -2.5850 1.1087 -0.7032 -0.2638
N -1.6364 0.8825 0.2682 0.0136
C -1.7611 1.9100 1.1721 -0.2645
N -0.8124 2.4106 1.9037 0.2346
C 0.4529 2.0429 1.8715 -0.2711
C 1.4406 2.6802 2.6874 -0.1084
C 1.3971 3.8251 3.4720 0.0004
C 2.5633 4.2135 4.1016 -0.0633
C 3.7313 3.4555 3.9795 -0.0629
C 3.7824 2.3090 3.2072 -0.0005
C 2.6271 1.9313 2.5305 -0.1052
C 2.3071 0.8836 1.5995 -0.2918
N 3.1486 -0.1008 1.2885 0.2438
C 3.0059 -1.0994 0.5226 -0.2007
N 1.8626 -1.3575 -0.3977 -0.0229
C 2.6134 -0.9621 -1.6298 -0.2284
N 2.1275 -0.3577 -2.6351 0.2293
C 0.8859 0.0818 -2.8126 -0.2975
N -0.0864 0.2272 -1.8614 0.0011
C -1.2605 0.5300 -2.5130 -0.2916
N -2.4280 0.8468 -1.9722 0.2279
C -1.0265 0.5882 -3.9287 -0.1138
C -1.8485 0.8619 -5.0164 -0.0089
C -1.2731 0.9022 -6.2705 -0.0733
C 0.0980 0.6933 -6.4511 -0.0711
C 0.9282 0.4175 -5.3821 -0.0136
C 0.3536 0.3540 -4.1149 -0.1137
C 3.9511 -1.5064 -1.4834 -0.1130
C 4.9338 -1.8024 -2.4078 0.0096
C 6.0927 -2.4074 -1.9365 -0.0564
C 6.2532 -2.7149 -0.5931 -0.0483
C 5.2928 -2.3651 0.3583 0.0183
C 4.1571 -1.7532 -0.1085 -0.0986
N 1.0261 1.0327 1.1420 -0.0018
C -3.0242 2.5855 0.9720 -0.1058
C -3.6140 3.6485 1.6333 -0.0037
H -5.2905 4.9702 1.6119 0.1071
H -6.2826 4.0238 -0.4062 0.1063
H -5.1761 2.1776 -1.6334 0.1145
H 0.4867 4.3951 3.5612 0.1152
H 2.5785 5.1130 4.7006 0.1079
H 4.6191 3.7871 4.4968 0.1074
H 4.6871 1.7298 3.1182 0.1150
H -2.8988 1.0388 -4.8616 0.1124
H -1.8892 1.1096 -7.1333 0.1051
H 0.5084 0.7555 -7.4487 0.1060
H 1.9898 0.2748 -5.5170 0.1107
H 4.8041 -1.5628 -3.4492 0.1191
H 6.8839 -2.6453 -2.6300 0.1097
H 7.1510 -3.2218 -0.2764 0.1097
H 5.4160 -2.5802 1.4097 0.1218
H -3.1348 4.0812 2.4954 0.1147
N -2.2731 -2.4370 1.4745 0.1364
C -1.4916 -1.8670 2.4651 -0.2879
C -1.9203 -2.1233 3.7728 -0.0035
C -1.2047 -1.6334 4.8389 -0.0370
C -0.0452 -0.9269 4.5609 -0.0435
C 0.3199 -0.7458 3.2478 -0.1280
N -0.4026 -1.1446 2.1899 0.0194
C -2.0572 -2.7797 0.1639 -0.2775
C -2.7888 -3.8902 -0.2944 0.0013
C -2.7128 -4.2788 -1.6093 -0.0352
C -1.8889 -3.5388 -2.4487 -0.0400
C -1.1771 -2.4875 -1.9206 -0.1306
N -1.2378 -2.0805 -0.6383 0.0283
H -3.0396 -2.9606 1.8826 0.1374
H -2.7983 -2.7307 3.9338 0.1188
H -1.5137 -1.8399 5.8495 0.1227
H 0.5970 -0.5692 5.3445 0.1232
H 1.2736 -0.2954 3.0437 0.0992
H -3.3942 -4.4501 0.4013 0.1178
H -3.2653 -5.1314 -1.9703 0.1187
H -1.7920 -3.7788 -3.4933 0.1176
H -0.5300 -1.9301 -2.5768 0.0953
N 0.3451 -9.4356 1.8919 0.1285
C 0.7233 -8.1855 2.2634 -0.3159
C -0.2411 -7.2388 2.6442 -0.0235
C 0.1303 -5.9417 2.9166 -0.0940
C 1.4617 -5.5744 2.8216 -0.3920
C 2.4378 -6.5067 2.5117 -0.1015
C 2.0746 -7.8060 2.2364 -0.0233
S 1.8850 -3.8828 3.1201 0.6380
O 1.0108 -3.3553 4.1250 -0.2803
O 3.2985 -3.7280 3.2860 -0.2773
N 1.5249 -3.0523 1.7248 -0.0401
C 1.5000 -3.5399 0.5557 -0.5858
S 1.2150 -5.2111 0.0372 1.1437
C 1.3680 -4.7314 -1.6285 -0.3346
C 1.5876 -3.4178 -1.7490 -0.1674
N 1.6301 -2.7556 -0.5421 -0.0733
H -0.6008 -9.7397 2.0469 0.1049
H 1.0419 -10.1489 1.7705 0.1056
H -1.2720 -7.5481 2.7337 0.1138
H -0.5880 -5.1974 3.2213 0.1128
H 3.4671 -6.1904 2.4930 0.1212
H 2.8272 -8.5438 2.0045 0.1175
H 1.3064 -5.4602 -2.4087 0.0780
H 1.7281 -2.8841 -2.6698 0.1347
```

***

Which formula does entry 1 have?
C51H31Br2F15GeIrN5O3S